DFT (ωB97M-V with the def2-TZVPD basis set) results for a molecular structure, C15H23ClLaN3O9P2 at a distorted geometry.

Geometry as XYZ:
```
54
Properties=species:S:1:pos:R:3:mulliken_charge:R:1
C -2.8858 0.9840 -4.1907 -1.086
C -2.1400 0.9935 -2.9385 0.515
H -3.8548 1.5114 -4.1359 0.368
H -3.0666 -0.0701 -4.4519 0.282
H -2.2510 1.4319 -4.9756 0.350
O -2.2278 1.5212 -1.8520 -0.354
Cl 0.6847 -2.2287 -3.2016 -0.524
La -0.0403 -0.2970 -1.5896 1.693
P -2.5308 -1.8218 -0.5624 0.950
C -3.6582 -2.3712 0.7439 -1.330
C -3.3903 -2.4529 -2.0446 -1.044
H -3.6038 -3.5212 -1.9019 0.480
H -1.7144 -4.0422 -0.3501 0.586
H -2.7716 -2.3127 -2.9417 0.325
H -0.4293 -3.0567 -1.1065 0.406
H -4.5930 -1.7951 0.7259 0.432
H -4.3309 -1.9028 -2.1870 0.414
C -1.2028 -3.0717 -0.3164 -1.242
H -3.8851 -3.4392 0.6136 0.468
H -0.7212 -2.9381 0.6628 0.241
H -3.1735 -2.2108 1.7151 0.352
P 0.9093 2.6382 -1.2101 0.553
C 0.7310 3.7505 0.2367 -1.296
C 2.7366 2.6128 -1.3636 -1.297
H 0.3711 3.2014 -3.5162 0.337
H 1.2333 4.5375 -2.7022 0.418
H -0.5048 4.2441 -2.3797 0.367
C 0.4624 3.7670 -2.5794 -1.177
H 3.0236 1.9928 -2.2244 0.389
H 3.1083 3.6388 -1.4976 0.480
H 1.2971 4.6846 0.0994 0.410
H 1.0983 3.2425 1.1398 0.345
H 3.1919 2.1651 -0.4695 0.297
H -0.3297 3.9921 0.3887 0.378
C -2.2538 0.4914 0.8037 0.110
O -2.4371 1.5380 1.2289 -0.146
O 5.2792 -1.4323 4.3878 -0.558
N 4.0871 -1.2818 4.7307 0.978
O 3.7157 -1.2694 5.9221 -0.554
C 3.0974 -1.1159 3.6856 -0.713
C 3.5217 -1.0749 2.3502 -0.237
C 2.5927 -0.8606 1.3323 -0.312
C 1.2047 -0.6305 1.6383 0.720
O 0.3875 -0.2906 0.7001 -0.039
C 0.7975 -0.7304 3.0179 -0.529
C 1.7445 -0.9337 4.0181 -0.317
N -0.5956 -0.6031 3.4120 0.814
O -0.8468 -0.3669 4.6104 -0.500
O -1.5235 -0.7823 2.5643 -0.564
N 3.0892 -0.6936 -0.0086 0.859
O 4.3012 -0.5333 -0.1890 -0.444
O 2.2747 -0.6535 -1.0053 -0.387
H 4.5734 -1.1819 2.1010 0.659
H 1.4488 -0.9718 5.0626 0.672
```

Calculated values
E: -70761.427 eV
Gap between HOMO and LUMO (alpha / beta): 6.826 / 4.620 eV
Total charge: +2
LUMO energy (alpha / beta): -8.38 / -10.59 eV
HOMO level (alpha / beta): -15.2 / -15.2 eV
F_max: 3.73 eV Å⁻¹